## P
DFT (ωB97M-V with the def2-TZVPD basis set) results for a 8-piece molecular cluster, C16H48O16 overall.

XYZ file:
```
80
Properties=species:S:1:pos:R:3:mulliken_charge:R:1
C -12.55 -24.54 -22.74 -0.361
C -12.95 -25.98 -22.27 0.512
O -12.45 -26.12 -20.92 -0.425
O -12.99 -23.60 -21.79 -0.366
H -13.03 -24.27 -23.68 0.376
H -11.46 -24.55 -22.75 0.263
H -12.67 -26.86 -22.86 -0.607
H -14.04 -26.10 -22.24 0.270
H -12.53 -25.17 -20.75 0.305
H -12.36 -22.87 -21.77 0.241
C -16.13 -19.64 -22.28 -0.559
C -14.71 -19.81 -22.66 -0.174
O -14.03 -20.25 -21.42 -0.394
O -16.91 -19.22 -23.44 -0.522
H -16.35 -19.07 -21.38 0.366
H -16.47 -20.66 -22.10 0.230
H -14.29 -18.90 -23.09 0.243
H -14.55 -20.58 -23.41 0.320
H -13.29 -20.76 -21.75 0.223
H -17.67 -18.91 -22.96 0.315
C -10.52 -20.11 -22.77 -0.700
C -10.52 -18.73 -22.23 -0.306
O -10.24 -18.70 -20.81 -0.476
O -11.39 -21.07 -22.21 -0.405
H -9.47 -20.39 -22.67 0.294
H -10.69 -20.27 -23.83 0.432
H -11.49 -18.26 -22.41 0.176
H -9.86 -18.03 -22.74 0.424
H -10.21 -17.78 -20.55 0.276
H -10.94 -21.65 -21.59 0.238
C -9.61 -28.01 -18.16 -0.465
C -10.46 -28.34 -19.44 -0.140
O -10.58 -29.74 -19.81 -0.567
O -8.33 -28.52 -18.36 -0.510
H -10.09 -28.27 -17.21 0.308
H -9.63 -26.92 -18.11 0.211
H -10.08 -27.72 -20.25 0.211
H -11.46 -28.00 -19.19 0.258
H -9.80 -29.95 -20.33 0.322
H -8.48 -29.40 -18.00 0.341
C -12.05 -30.48 -22.72 -0.025
C -12.08 -31.60 -23.75 -0.750
O -10.85 -31.68 -24.39 -0.487
O -13.44 -30.10 -22.22 -0.517
H -11.72 -29.51 -23.10 0.161
H -11.39 -30.74 -21.90 0.243
H -12.90 -31.52 -24.46 0.349
H -12.40 -32.46 -23.17 0.433
H -10.31 -32.02 -23.67 0.350
H -13.88 -30.87 -21.85 0.273
C -9.01 -22.85 -18.25 -0.500
C -9.19 -21.91 -19.40 -0.376
O -9.85 -22.53 -20.47 -0.397
O -8.10 -23.98 -18.53 -0.515
H -9.97 -23.21 -17.88 0.118
H -8.72 -22.32 -17.34 0.464
H -8.20 -21.56 -19.70 0.375
H -9.68 -21.00 -19.06 0.296
H -9.40 -23.37 -20.60 0.223
H -7.24 -23.83 -18.14 0.288
C -12.24 -28.83 -26.07 0.059
C -11.51 -28.36 -27.39 -0.551
O -12.58 -27.96 -28.28 -0.551
O -12.71 -27.67 -25.33 -0.566
H -11.57 -29.43 -25.45 0.096
H -13.17 -29.36 -26.26 0.264
H -10.90 -29.19 -27.75 0.314
H -10.85 -27.49 -27.33 0.275
H -13.12 -27.32 -27.80 0.332
H -12.80 -28.00 -24.43 0.182
C -12.83 -22.63 -18.07 0.053
C -14.28 -22.38 -18.82 -0.075
O -15.42 -22.72 -17.97 -0.581
O -12.83 -22.21 -16.74 -0.626
H -11.99 -22.15 -18.58 -0.041
H -12.72 -23.71 -17.97 0.235
H -14.43 -22.98 -19.72 0.065
H -14.22 -21.31 -18.99 0.247
H -15.26 -22.48 -17.06 0.337
H -12.92 -21.26 -16.76 0.346
```

For the gap between HOMO and LUMO, the calculation gives 9.8551 eV. Its structure (SMILES) is OCCO.OCCO.OCCO.OCCO.OCCO.OCCO.OCCO.OCCO. The charge is 0. Its HOMO energy is -0.349 Ha.

=====

## Q
DFT (ωB97M-V with the def2-TZVPD basis set) results for a 8-piece molecular cluster, C16H48O16 overall.

XYZ file:
```
80
Properties=species:S:1:pos:R:3:mulliken_charge:R:1
C -12.70 5.55 0.53 0.356
C -12.22 4.76 -0.69 -0.835
O -12.41 5.55 -1.86 -0.570
O -13.99 6.12 0.50 -0.617
H -11.99 6.36 0.73 0.085
H -12.73 4.86 1.37 0.147
H -12.91 3.92 -0.77 0.413
H -11.17 4.50 -0.51 0.276
H -13.36 5.66 -1.95 0.336
H -13.96 7.01 0.15 0.381
C -16.53 9.87 2.42 -0.023
C -17.92 10.50 2.16 -0.611
O -17.89 11.90 2.20 -0.518
O -16.08 10.06 3.80 -0.506
H -15.80 10.19 1.68 0.339
H -16.66 8.79 2.27 0.047
H -18.75 10.12 2.76 0.314
H -18.18 10.14 1.16 0.353
H -17.29 12.20 1.52 0.314
H -15.84 10.99 3.90 0.194
C -17.03 5.59 2.97 -0.282
C -15.65 5.07 3.51 -0.118
O -14.81 4.43 2.48 -0.565
O -17.96 4.57 2.69 -0.544
H -16.89 6.13 2.04 0.149
H -17.46 6.25 3.73 0.305
H -15.83 4.64 4.50 0.462
H -15.01 5.94 3.66 -0.047
H -14.43 5.11 1.93 0.320
H -18.05 4.06 3.50 0.325
C -7.04 9.83 6.45 -0.547
C -7.82 8.91 5.46 0.127
O -6.99 7.90 5.01 -0.591
O -6.90 9.22 7.81 -0.551
H -7.51 10.81 6.40 0.323
H -6.01 9.97 6.13 0.309
H -8.21 9.58 4.70 0.282
H -8.72 8.47 5.88 0.085
H -7.24 7.53 4.16 0.392
H -6.40 9.77 8.41 0.290
C -8.94 6.56 0.70 -0.506
C -8.18 7.79 1.29 -0.415
O -7.26 7.33 2.31 -0.526
O -9.81 6.16 1.68 -0.322
H -8.32 5.73 0.38 0.470
H -9.48 6.90 -0.19 0.249
H -8.79 8.61 1.67 0.229
H -7.48 8.15 0.53 0.384
H -6.59 6.72 2.00 0.232
H -9.59 5.29 2.03 0.158
C -11.75 5.04 5.63 0.636
C -10.33 4.69 6.20 -0.699
O -10.20 4.84 7.60 -0.570
O -12.70 4.27 6.36 -0.526
H -11.83 4.87 4.56 -0.040
H -11.96 6.09 5.87 -0.179
H -9.60 5.35 5.72 0.308
H -10.09 3.66 5.95 0.397
H -9.64 5.59 7.82 0.335
H -12.22 3.94 7.12 0.329
C -13.38 13.79 3.51 -0.520
C -14.82 13.57 3.96 -0.132
O -14.97 12.57 4.90 -0.543
O -12.77 12.60 2.98 -0.440
H -12.80 14.21 4.33 0.337
H -13.43 14.55 2.73 0.340
H -15.45 13.36 3.09 0.050
H -15.26 14.53 4.23 0.350
H -14.34 12.82 5.58 0.336
H -12.51 12.02 3.70 0.247
C -12.55 9.30 4.42 -0.299
C -12.09 8.44 3.20 0.291
O -11.03 7.58 3.63 0.031
O -11.37 10.08 4.85 -0.619
H -12.81 8.71 5.30 0.254
H -13.45 9.88 4.27 -0.005
H -11.88 8.90 2.24 0.310
H -12.94 7.83 2.89 -0.149
H -10.76 7.02 2.90 -0.041
H -10.70 9.42 5.05 0.258
```

For the gap between HOMO and LUMO, the calculation gives 9.5205 eV. Its structure (SMILES) is OCCO.OCCO.OCCO.OCCO.OCCO.OCCO.OCCO.OCCO. The charge is 0. Its HOMO energy is -0.349 Ha.

=====

Tell me which of them is the most stable. Sure, it is Q.

=====

## P
DFT (ωB97M-V with the def2-TZVPD basis set) results for the molecule C2H4N2S.

XYZ file:
```
9
Properties=species:S:1:pos:R:3:nbo_charge:R:1
C 1.27 1.19 0.18 -0.165
C -1.00 -1.29 0.34 -0.326
N 1.22 -0.11 0.16 -0.164
N 0.16 -0.68 -0.24 -0.174
S -1.58 0.37 -0.09 0.006
H 2.22 1.86 0.31 0.214
H 0.25 1.60 0.22 0.186
H -1.60 -2.12 0.03 0.230
H -0.90 -1.49 1.44 0.193
```

For the gap between HOMO and LUMO, the calculation gives 9.0611 eV. Its structure (SMILES) is C=NN1CS1. The charge is 0. Its HOMO energy is -0.330 Ha.

=====

## Q
DFT (ωB97M-V with the def2-TZVPD basis set) results for the molecule C2H4N2S.

XYZ file:
```
9
Properties=species:S:1:pos:R:3:nbo_charge:R:1
C -0.03 0.47 0.64 -0.323
C -0.57 0.04 -0.76 -0.190
N 0.33 -0.77 1.19 -0.443
N 0.12 0.42 -1.95 -0.489
S 0.47 -1.10 -1.54 0.509
H 0.76 1.11 0.41 0.183
H -0.64 0.92 1.42 0.228
H -1.68 -0.22 -0.80 0.217
H 1.24 -0.87 1.40 0.307
```

For the gap between HOMO and LUMO (alpha / beta), the calculation gives 9.2426 / 8.2269 eV. The charge is 0. Its HOMO energy (alpha / beta) is -0.362 / -0.319 Ha.

=====

Tell me which of them is the most stable. Sure, it is P.